{"formula": "C21H49F6N7O7P", "method": "ωB97M-V/def2-TZVPD", "e_above_lowest_ev": 28.581, "multiplicity": 1, "max_force_ev_per_a": 13.686, "homo_lumo_gap_ha": 0.254, "homo_ev": -4.66, "charge": -1, "species": ["P", "F", "F", "F", "F", "F", "F", "C", "O", "N", "C", "C", "H", "H", "H", "H", "H", "H", "H", "C", "O", "N", "C", "C", "H", "H", "H", "H", "H", "H", "H", "C", "O", "N", "C", "C", "H", "H", "H", "H", "H", "H", "H", "C", "O", "N", "C", "C", "H", "H", "H", "H", "H", "H", "H", "C", "O", "N", "C", "C", "H", "H", "H", "H", "H", "H", "H", "C", "O", "N", "C", "C", "H", "H", "H", "H", "H", "H", "H", "C", "O", "N", "C", "C", "H", "H", "H", "H", "H", "H", "H"], "coordinates": [[-0.447, -0.061, 0.352], [-1.034, -1.625, 0.635], [-1.968, 0.477, -0.124], [-0.630, 0.245, 1.953], [0.293, 1.395, 0.126], [1.045, -0.621, 0.512], [-0.416, -0.372, -1.212], [0.191, -2.822, 2.149], [-0.436, -3.908, 2.283], [1.588, -2.681, 2.238], [2.153, -1.341, 1.900], [2.498, -3.789, 2.440], [-0.309, -1.864, 1.938], [1.562, -0.433, 1.783], [2.680, -1.409, 0.948], [2.914, -1.050, 2.624], [2.678, -4.274, 1.480], [3.336, -3.339, 2.972], [2.068, -4.502, 3.144], [-3.179, -1.939, -2.498], [-3.719, -3.013, -2.837], [-2.563, -1.051, -3.309], [-2.043, 0.115, -2.575], [-2.228, -1.281, -4.648], [-3.105, -1.583, -1.459], [-2.348, 1.018, -3.105], [-0.961, 0.083, -2.450], [-2.561, 0.158, -1.617], [-2.774, -2.172, -4.959], [-2.459, -0.360, -5.184], [-1.183, -1.583, -4.713], [-1.790, 3.545, 3.709], [-2.651, 2.657, 4.009], [-0.476, 3.087, 3.349], [0.536, 3.976, 2.816], [-0.152, 1.696, 3.351], [-1.908, 4.639, 3.722], [0.925, 3.367, 2.000], [1.249, 4.346, 3.553], [0.080, 4.833, 2.320], [0.653, 1.405, 4.026], [-0.851, 1.043, 3.874], [0.029, 1.348, 2.334], [1.293, 0.099, -2.870], [1.699, 0.677, -3.862], [1.389, -1.233, -2.828], [0.879, -1.997, -1.683], [1.927, -2.105, -3.974], [0.910, 0.568, -1.951], [-0.081, -2.396, -2.010], [0.660, -1.328, -0.851], [1.452, -2.910, -1.520], [1.874, -1.537, -4.902], [2.928, -2.513, -3.834], [1.157, -2.863, -4.114], [-0.213, 4.739, -1.621], [-0.031, 5.865, -2.103], [-0.665, 4.538, -0.405], [-1.313, 5.527, 0.545], [-0.518, 3.164, 0.218], [0.115, 3.784, -2.060], [-2.341, 5.165, 0.507], [-1.376, 6.517, 0.092], [-0.851, 5.397, 1.524], [-1.384, 2.797, 0.769], [-0.099, 2.340, -0.359], [0.056, 3.315, 1.132], [-1.391, -3.443, -0.528], [-0.796, -3.429, -1.633], [-1.880, -4.488, 0.136], [-1.809, -5.853, -0.291], [-2.221, -4.349, 1.494], [-1.595, -2.488, -0.018], [-1.457, -5.965, -1.316], [-2.784, -6.321, -0.153], [-1.056, -6.416, 0.260], [-1.327, -4.575, 2.076], [-2.498, -3.322, 1.732], [-2.920, -5.136, 1.779], [3.053, 3.670, 0.805], [3.325, 4.629, 0.108], [2.597, 2.504, 0.413], [2.128, 2.211, -0.937], [2.468, 1.406, 1.445], [3.225, 3.803, 1.884], [1.167, 1.707, -1.039], [2.827, 1.403, -1.156], [2.117, 3.006, -1.682], [3.094, 0.553, 1.181], [2.572, 1.685, 2.494], [1.408, 1.240, 1.259]]}


{"formula": "C6H9FO", "method": "ωB97M-V/def2-TZVPD", "e_above_lowest_ev": 3.021, "multiplicity": 1, "max_force_ev_per_a": 8.684, "homo_lumo_gap_ha": 0.335, "homo_ev": -8.80, "species": ["C", "C", "C", "C", "F", "C", "C", "O", "H", "H", "H", "H", "H", "H", "H", "H", "H"], "coordinates": [[0.763, 1.421, -0.183], [0.411, 0.019, -0.189], [1.299, -1.141, -0.056], [2.590, -0.830, 0.170], [3.339, 0.310, 0.008], [-1.050, -0.277, 0.397], [-2.094, 0.740, 0.117], [-1.533, -1.501, -0.247], [1.693, 1.641, -0.772], [0.069, 2.115, -0.045], [0.907, -2.145, -0.015], [3.288, -1.727, 0.370], [-1.034, -0.386, 1.530], [-3.043, 0.224, 0.087], [-1.744, 0.978, -0.914], [-2.170, 1.582, 0.923], [-1.692, -1.025, -1.182]]}


{"formula": "C15H55ClIO16PS", "method": "ωB97M-V/def2-TZVPD", "e_above_lowest_ev": 0.000, "multiplicity": 1, "max_force_ev_per_a": 1.170, "homo_lumo_gap_ha": 0.331, "homo_ev": -8.71, "species": ["O", "S", "O", "C", "C", "C", "I", "O", "P", "O", "Cl", "H", "H", "H", "H", "H", "H", "H", "C", "O", "H", "H", "H", "H", "C", "O", "H", "H", "H", "H", "C", "O", "H", "H", "H", "H", "C", "O", "H", "H", "H", "H", "C", "O", "H", "H", "H", "H", "C", "O", "H", "H", "H", "H", "C", "O", "H", "H", "H", "H", "C", "O", "H", "H", "H", "H", "C", "O", "H", "H", "H", "H", "C", "O", "H", "H", "H", "H", "C", "O", "H", "H", "H", "H", "C", "O", "H", "H", "H", "H"], "coordinates": [[0.634, 4.916, 0.176], [0.490, 3.809, 1.103], [-0.549, 2.808, 0.408], [-1.755, 3.411, -0.156], [-3.004, 2.639, 0.289], [-2.815, 1.187, 0.692], [-2.248, 0.896, 2.717], [1.801, 2.854, 0.767], [2.460, 1.628, 1.661], [1.650, 0.387, 1.024], [1.238, 1.840, 3.306], [-1.628, 3.417, -1.244], [-1.817, 4.455, 0.170], [-3.488, 3.176, 1.115], [-3.712, 2.665, -0.554], [-3.757, 0.640, 0.617], [-2.049, 0.678, 0.104], [2.261, -0.296, 0.743], [0.371, 6.194, 4.198], [1.585, 5.568, 4.616], [0.245, 7.071, 4.828], [0.421, 6.513, 3.154], [-0.493, 5.539, 4.338], [1.724, 4.778, 4.087], [-3.460, -3.298, 1.275], [-3.033, -1.990, 0.939], [-4.463, -3.432, 0.881], [-2.806, -4.037, 0.811], [-3.466, -3.457, 2.358], [-2.147, -1.881, 1.297], [-5.644, -5.204, -2.000], [-4.430, -4.615, -1.567], [-6.109, -5.645, -1.121], [-6.333, -4.468, -2.423], [-5.485, -5.995, -2.740], [-3.980, -4.236, -2.330], [-0.173, -1.989, -1.358], [-0.249, -3.303, -0.822], [0.579, -1.452, -0.777], [0.141, -1.997, -2.405], [-1.121, -1.455, -1.285], [-0.921, -3.774, -1.330], [-0.631, -4.333, -4.190], [-1.711, -4.495, -3.268], [-0.576, -3.272, -4.419], [0.318, -4.652, -3.755], [-0.803, -4.885, -5.116], [-1.826, -5.422, -3.046], [-1.169, -2.477, 5.669], [-0.995, -1.908, 4.381], [-1.848, -3.318, 5.546], [-0.231, -2.849, 6.090], [-1.618, -1.772, 6.375], [-0.395, -1.161, 4.451], [-0.441, 0.410, -4.110], [0.153, -0.520, -5.010], [0.281, 0.597, -3.317], [-0.667, 1.365, -4.589], [-1.355, 0.010, -3.660], [-0.477, -0.719, -5.708], [-1.897, -3.468, -7.554], [-0.822, -2.672, -7.066], [-2.315, -3.990, -6.696], [-2.686, -2.861, -8.005], [-1.558, -4.206, -8.285], [-0.438, -2.204, -7.811], [2.055, 3.466, -3.693], [0.664, 3.680, -3.544], [2.180, 2.840, -4.575], [2.602, 4.400, -3.848], [2.486, 2.942, -2.835], [0.517, 4.232, -2.770], [-0.619, 3.065, 6.271], [-1.866, 3.727, 6.453], [-0.593, 2.751, 5.228], [0.225, 3.732, 6.462], [-0.538, 2.174, 6.901], [-1.927, 4.014, 7.365], [7.261, 1.965, 1.255], [5.889, 1.576, 1.311], [7.709, 1.654, 2.196], [7.791, 1.476, 0.434], [7.369, 3.047, 1.159], [5.465, 1.846, 0.493], [7.350, -1.589, 2.368], [6.247, -1.302, 1.528], [7.567, -2.650, 2.255], [8.245, -1.026, 2.085], [7.132, -1.394, 3.422], [6.031, -0.365, 1.610]]}


{"formula": "C6H7BO3S", "method": "ωB97M-V/def2-TZVPD", "e_above_lowest_ev": 0.000, "multiplicity": 1, "max_force_ev_per_a": 6.063, "homo_lumo_gap_ha": 0.349, "homo_ev": -9.28, "species": ["C", "C", "O", "O", "B", "O", "C", "C", "C", "C", "S", "H", "H", "H", "H", "H", "H", "H"], "coordinates": [[3.163, -0.218, 0.027], [1.869, -1.146, 0.018], [2.022, -2.399, 0.057], [0.786, -0.481, -0.040], [-0.618, -1.454, 0.124], [-0.546, -2.738, 0.109], [-1.892, -0.636, -0.066], [-2.058, 0.717, -0.259], [-3.391, 1.101, -0.157], [-4.241, 0.073, 0.097], [-3.440, -1.431, 0.022], [3.353, 0.021, 1.027], [2.834, 0.783, -0.472], [3.993, -0.692, -0.272], [0.468, -3.106, 0.070], [-1.256, 1.569, -0.202], [-3.695, 2.200, -0.359], [-5.309, -0.015, 0.413]]}


{"formula": "C25H43FInN2O5", "method": "ωB97M-V/def2-TZVPD", "multiplicity": 1, "max_force_ev_per_a": 6.635, "homo_lumo_gap_ha": 0.252, "homo_ev": -4.25, "charge": -1, "species": ["C", "C", "F", "In", "C", "C", "C", "N", "C", "C", "C", "C", "C", "C", "C", "O", "C", "C", "C", "C", "C", "N", "H", "H", "H", "H", "H", "H", "H", "H", "H", "H", "H", "H", "H", "H", "H", "H", "H", "H", "H", "H", "H", "H", "H", "C", "O", "C", "C", "O", "C", "H", "H", "H", "H", "H", "H", "H", "H", "H", "H", "C", "O", "C", "C", "O", "C", "H", "H", "H", "H", "H", "H", "H", "H", "H", "H"], "coordinates": [[-1.195, 2.640, 3.178], [-1.903, 1.249, 2.815], [-3.352, 1.446, 2.855], [-1.426, 0.523, 0.681], [-3.369, -0.327, -0.117], [-3.252, -1.188, -1.478], [-1.796, -1.249, -2.137], [-0.850, -2.204, -1.464], [0.377, -2.294, -2.347], [1.589, -1.569, -1.575], [1.739, -0.019, -1.537], [2.928, 0.607, -0.772], [3.958, -0.275, -0.024], [3.857, -1.814, -0.054], [2.655, -2.419, -0.851], [2.582, -3.863, -0.871], [-0.830, 2.429, -0.473], [-1.722, 2.785, -1.652], [-1.442, 4.068, -2.463], [-0.220, 4.827, -1.897], [0.541, 4.243, -0.720], [0.329, 3.068, 0.059], [-1.001, 2.626, 4.323], [-1.893, 3.541, 3.011], [-0.178, 2.806, 2.693], [-1.568, 0.432, 3.539], [-0.074, -0.655, 0.726], [-4.136, 0.529, -0.176], [-3.766, -1.033, 0.712], [-4.019, -0.739, -2.219], [-3.630, -2.255, -1.234], [-1.280, -0.239, -2.258], [-1.945, -1.666, -3.213], [-1.338, -3.114, -1.466], [0.624, -3.391, -2.539], [0.209, -1.718, -3.321], [0.953, 0.581, -2.105], [3.068, 1.734, -0.733], [4.843, 0.197, 0.538], [4.583, -2.524, 0.467], [2.289, -4.116, 0.033], [-2.595, 2.111, -1.935], [-2.047, 4.421, -3.358], [0.107, 5.816, -2.363], [1.464, 4.856, -0.385], [4.100, 0.176, -7.727], [3.693, 1.405, -7.143], [2.312, 1.402, -6.778], [2.129, 1.142, -5.286], [2.548, -0.173, -4.931], [3.847, -0.193, -4.352], [5.191, 0.140, -7.716], [3.719, -0.688, -7.177], [3.755, 0.131, -8.765], [1.755, 0.672, -7.375], [1.920, 2.397, -7.010], [1.063, 1.214, -5.045], [2.657, 1.893, -4.688], [3.795, 0.137, -3.311], [4.551, 0.442, -4.897], [4.218, -1.220, -4.377], [-1.787, -2.542, 5.769], [-1.300, -1.444, 6.529], [-2.308, -0.461, 6.767], [-2.898, -0.597, 8.168], [-3.615, -1.821, 8.317], [-2.857, -2.816, 8.988], [-1.076, -3.366, 5.865], [-2.763, -2.885, 6.118], [-1.854, -2.255, 4.715], [-3.091, -0.513, 6.003], [-1.824, 0.517, 6.686], [-3.615, 0.215, 8.327], [-2.118, -0.508, 8.933], [-2.853, -2.618, 10.066], [-1.827, -2.862, 8.626], [-3.331, -3.784, 8.811]]}


{"formula": "C4H17NO3", "method": "ωB97M-V/def2-TZVPD", "e_above_lowest_ev": 1.466, "multiplicity": 1, "max_force_ev_per_a": 2.092, "homo_lumo_gap_ha": 0.335, "homo_ev": -8.70, "species": ["C", "N", "C", "C", "C", "H", "H", "H", "H", "H", "H", "H", "H", "H", "H", "H", "O", "H", "H", "O", "H", "H", "O", "H", "H"], "coordinates": [[2.296, -0.079, -0.767], [0.938, -0.480, -1.103], [0.167, 0.481, -1.868], [0.741, 0.724, -3.329], [-0.098, 1.833, -1.188], [3.062, -0.781, -1.117], [2.370, 0.232, 0.269], [2.667, 0.742, -1.391], [0.787, -1.470, -1.242], [-0.847, 0.054, -1.932], [0.029, 0.155, -3.921], [1.754, 0.341, -3.323], [0.891, 1.787, -3.519], [-0.371, 2.633, -1.879], [0.815, 2.129, -0.661], [-0.823, 1.932, -0.377], [-1.435, 2.208, 2.191], [-1.182, 1.358, 2.578], [-2.342, 2.251, 2.555], [-0.747, -0.440, 1.953], [-0.780, -1.357, 2.273], [-0.341, -0.287, 1.090], [-1.416, -3.708, 2.908], [-1.322, -3.339, 2.038], [-1.061, -4.619, 2.854]]}